1.
The following is a quantum chemistry calculation of a cluster of 4 separate species, C4H13NO3 in total, from the OMol25 dataset.

Structure (XYZ):
```
21
Properties=species:S:1:pos:R:3:forces:R:3:mulliken_charge:R:1
N -0.9220 -0.2714 -0.2936 -0.511 0.506 2.493 -0.1986
C 0.2531 0.2336 -0.2698 1.048 -0.684 -2.088 1.0578
C 0.8758 0.6781 -1.5802 -0.807 0.464 1.941 -1.1452
C 2.1260 0.7713 1.2533 -0.527 1.505 0.614 -1.0657
C 1.0128 0.1196 0.9625 -0.370 -0.704 0.258 -0.2615
H -1.1603 -0.6769 0.6190 -0.912 -0.120 -0.253 0.2641
H -1.7799 0.1667 -0.6911 -0.857 -0.241 -1.336 0.3462
H 1.7869 1.1825 -1.2971 0.283 0.298 -0.709 0.2520
H 1.0720 -0.2411 -2.1215 0.088 0.055 -0.238 0.3194
H 2.4264 0.8416 2.2911 0.403 -0.455 -0.078 0.2793
H 2.5406 1.5366 0.6076 0.214 -0.303 -0.226 0.2863
H 0.5256 -0.5065 1.7058 0.154 0.067 0.139 0.2904
H -4.4309 0.8497 -0.8898 0.150 0.182 0.096 0.2017
H 0.1350 1.3180 -2.0550 0.301 0.036 -0.477 0.4718
O -3.6118 0.3584 -0.8296 1.306 -0.283 -0.240 -1.0350
H 2.9256 -0.8245 0.0664 0.004 -0.270 -0.291 0.3524
H 3.7738 -2.0386 -0.1949 0.081 -0.237 -0.182 0.3063
O 3.0908 -1.5016 -0.6067 0.088 0.238 0.299 -0.6030
H -4.0630 -1.0608 1.6069 0.026 -0.037 -0.067 0.2618
H -3.3662 -0.2218 0.3744 -0.960 -0.139 0.473 0.4305
O -3.2104 -0.7130 1.3424 0.797 0.122 -0.129 -0.8110
```
Positions in Å, forces in eV/Å.

Summary:
Gap between HOMO and LUMO in eV: 6.2
LUMO level in eV: -1.69
Relative energy (zero: lowest compared OMol25 entry of this formula, charge and spin) in eV: 3.871
Total charge: 0
HOMO in eV: -7.8951

---

2.
The following is a quantum chemistry calculation of a cluster of 2 separate species, C4H13NO3 in total, from the OMol25 dataset.

Structure (XYZ):
```
21
Properties=species:S:1:pos:R:3:forces:R:3:mulliken_charge:R:1
N -0.4640 1.7865 0.8602 0.165 2.282 -0.571 -0.6865
C -0.9079 1.0095 -0.3498 2.594 1.891 -2.134 0.5233
C -1.4643 1.8351 -1.6221 -1.978 0.301 1.912 -0.5995
O -2.5026 2.6774 -0.8727 2.707 -0.689 -0.952 -0.5006
C 0.3701 0.4285 -0.9643 2.221 -0.532 -1.855 -1.0857
C 0.7183 -1.1020 -0.8598 -4.181 1.736 2.559 -0.3513
O 1.4123 -1.3175 0.3096 1.242 0.050 2.509 -0.5432
H -1.2647 2.3605 1.2263 1.029 -0.759 -0.525 0.2835
H 0.3656 2.5010 0.7181 -2.335 -1.957 -0.158 0.2313
H -1.6502 0.3784 0.0478 -0.780 -1.223 -0.054 0.3968
H -2.1358 1.3431 -2.5043 2.077 0.244 2.228 0.3158
H -0.6051 2.3822 -2.1239 -1.252 -0.048 0.830 0.2381
H -3.0408 2.7124 -1.6229 -2.366 1.040 -1.083 0.3206
H 1.2569 1.0640 -0.5787 -1.110 -1.289 -0.182 0.3750
H 0.5009 0.7078 -2.0820 -0.795 -0.591 1.477 0.2586
H 1.3061 -1.4612 -1.6036 1.521 -0.785 -2.726 0.3142
H -0.2750 -1.7471 -0.8068 1.672 1.293 -0.379 0.1868
H 1.5148 -0.5045 0.8592 -0.430 -0.963 -0.883 0.3227
O 2.5606 -5.2569 3.8321 -1.366 1.260 0.811 -0.6603
H 2.4662 -4.2648 3.6554 -0.088 -2.215 0.589 0.3317
H 1.8385 -5.5325 4.4821 1.451 0.955 -1.414 0.3288
```
Positions in Å, forces in eV/Å.

Summary:
Gap between HOMO and LUMO in eV: 10.2
LUMO level in eV: 0.75
Relative energy (zero: lowest compared OMol25 entry of this formula, charge and spin) in eV: 4.055
Total charge: 0
SMILES string: N[C@@H](CO)CCO.O
HOMO in eV: -9.4933

---

3.
The following is a quantum chemistry calculation of a cluster of 3 separate species, C4H13NO3 in total, from the OMol25 dataset.

Structure (XYZ):
```
21
Properties=species:S:1:pos:R:3:forces:R:3:mulliken_charge:R:1
C 0.5943 0.7792 3.3076 -1.255 -1.302 -0.379 -0.9637
C 0.5401 1.7430 2.1057 4.008 -1.660 -0.531 -0.5475
N -0.2409 1.3802 0.9164 -2.797 0.704 -0.173 -0.2697
C -1.4835 2.2067 0.5046 -0.529 -3.270 -0.033 -0.4032
C -1.9254 1.4835 -0.8987 0.267 1.692 1.274 -0.0924
O -3.0040 1.0900 -1.1975 -1.499 -0.622 0.685 -0.4477
H 1.4615 0.9704 4.0315 -1.453 -0.107 -1.098 0.3234
H 0.6817 -0.2891 2.8867 0.101 1.429 0.786 0.2426
H -0.4260 0.8185 3.7811 1.138 -0.148 0.243 0.2582
H 1.5941 1.6725 1.7124 -0.488 -0.233 0.140 0.2934
H 0.7090 2.7291 2.4774 -1.690 1.317 -0.202 0.3943
H -0.5808 0.3883 0.9452 0.681 1.328 0.460 0.1927
H -2.3678 2.1982 1.3032 1.790 0.156 -1.867 0.2565
H -1.2197 3.1864 0.1414 0.287 0.543 0.467 0.3074
H -1.2435 1.4875 -1.7473 1.419 0.196 0.247 0.4523
O 3.6304 -5.6856 -2.4558 -1.886 1.044 0.724 -0.6548
H 2.8320 -5.3895 -1.8943 1.933 -0.640 -1.472 0.3291
H 3.5730 -5.1509 -3.2741 -0.050 -0.392 0.745 0.3259
O 0.6293 -1.3165 -1.8460 -1.167 -0.442 2.415 -0.6391
H -0.0667 -0.6622 -1.9832 0.169 0.177 -0.543 0.3202
H 0.3412 -1.5983 -0.9153 1.022 0.231 -1.888 0.3219
```
Positions in Å, forces in eV/Å.

Summary:
Gap between HOMO and LUMO in eV: 9.7
LUMO level in eV: 0.43
Relative energy (zero: lowest compared OMol25 entry of this formula, charge and spin) in eV: 3.713
Total charge: 0
SMILES string: CCNCC=O.O.O
HOMO in eV: -9.2893

---

4.
The following is a quantum chemistry calculation of a cluster of 3 separate species, C4H13NO3 in total, from the OMol25 dataset.

Structure (XYZ):
```
21
Properties=species:S:1:pos:R:3:forces:R:3:mulliken_charge:R:1
C 0.1963 -0.2778 1.3229 -0.912 0.134 -1.161 0.2059
C 0.8655 -0.5839 -0.6087 1.272 -1.834 3.107 -0.3117
C 2.1506 0.2008 -0.6174 -0.090 -0.120 0.085 -1.0182
O -0.2251 1.0662 1.5116 0.216 -0.288 -0.342 -0.4742
O -0.8580 -1.1710 1.4922 0.266 0.169 -0.055 -0.4835
O 1.1145 -0.5981 2.3528 -0.067 -0.020 -1.320 -0.5376
H -0.7594 1.1372 2.3246 0.269 -0.239 -0.301 0.2884
H -0.9199 -1.4068 2.4350 0.188 0.061 -0.283 0.3084
H 1.8015 0.0771 2.3509 0.010 0.074 0.028 0.3183
H 0.9662 -1.6058 -0.2643 0.957 -0.384 0.349 0.3672
H 0.5230 -0.8032 -1.6194 -1.065 1.023 0.460 0.4216
H 2.7208 0.0185 0.2910 0.153 -0.010 0.033 0.2851
H 1.9556 1.2733 -0.6635 0.014 0.029 -0.196 0.2811
H 2.7687 -0.0933 -1.4718 0.004 0.151 0.051 0.3349
C -2.2071 0.0363 -1.2670 0.274 0.361 0.024 -0.8296
N -0.9825 0.8290 -1.2387 -1.438 -0.057 -0.272 -0.5136
H -0.6786 1.1311 -2.1597 -0.049 0.623 0.985 0.2468
H -0.8531 1.3072 -0.3487 0.281 0.430 -1.067 0.2707
H -2.1862 -0.7388 -0.4987 0.059 -0.001 -0.001 0.2178
H -3.0867 0.6592 -1.0875 -0.269 -0.152 -0.148 0.3043
H -2.3061 -0.4569 -2.2356 -0.072 0.050 0.025 0.3178
```
Positions in Å, forces in eV/Å.

Summary:
Gap between HOMO and LUMO in eV: 8.0
LUMO level in eV: 0.54
Relative energy (zero: lowest compared OMol25 entry of this formula, charge and spin) in eV: 4.664
Total charge: 0
HOMO in eV: -7.5012

---

5.
The following is a quantum chemistry calculation of a cluster of 4 separate species, C4H13NO3 in total, from the OMol25 dataset.

Structure (XYZ):
```
21
Properties=species:S:1:pos:R:3:forces:R:3:mulliken_charge:R:1
O -0.1108 -0.1990 -2.7144 2.984 0.632 -0.089 -0.3099
C 1.1457 -0.0317 -2.2098 -3.378 0.757 0.017 0.0255
C 1.3531 0.7731 -1.1864 -0.768 0.241 -0.554 -0.1405
C 0.5209 0.5013 0.0080 -0.011 -0.366 2.133 -0.0861
C 0.6861 1.7246 0.9277 -1.133 0.428 0.420 -0.7332
N 0.0626 1.5606 2.2450 -0.340 -0.605 -0.819 -0.4784
H 1.1335 -3.1549 -0.7525 0.351 -0.172 -0.041 -0.0911
H 0.8627 -3.3800 -0.0978 0.160 0.024 -0.178 0.0849
H 1.7650 1.7795 -1.2214 0.757 -0.304 -0.395 0.4496
H 0.8393 -0.3977 0.5429 -0.093 -0.188 -0.047 0.4883
H -0.5695 0.3609 -0.2302 0.990 -0.050 -0.445 0.3189
H 1.7435 1.9612 1.0414 0.056 0.038 0.024 0.3762
H 0.1716 2.5372 0.3731 0.514 0.095 0.193 0.3366
H -0.0462 2.4406 2.7374 0.015 -0.202 -0.058 0.2485
H -0.7743 0.9288 2.2513 1.204 1.163 0.005 0.3017
H -0.1057 0.0061 -3.6684 -0.239 -0.925 -0.376 0.3854
H -0.9859 -1.9112 -0.6826 -0.112 -0.099 -0.235 0.2747
O -1.0915 -2.4344 0.1135 -0.908 1.819 2.048 -0.6214
H -1.3364 -1.7270 0.8497 0.533 -2.119 -2.213 0.4170
H -2.0215 -0.7153 2.6300 -0.253 -0.212 0.242 0.2897
O -1.4319 -0.5223 1.8852 -0.328 0.047 0.367 -0.5363
```
Positions in Å, forces in eV/Å.

Summary:
Gap between HOMO and LUMO (spin up / spin down) in eV: 6.1 / 5.3
LUMO level (spin up / spin down) in eV: -7.46 / -7.52
Relative energy (zero: lowest compared OMol25 entry of this formula, charge and spin) in eV: 8.761
Spin multiplicity: 2
Total charge: +1
<S²>: 0.765
HOMO (spin up / spin down) in eV: -13.5907 / -12.8411

---

6.
The following is a quantum chemistry calculation of a cluster of 3 separate species, C4H13NO3S in total, from the OMol25 dataset.

Structure (XYZ):
```
22
Properties=species:S:1:pos:R:3:forces:R:3:mulliken_charge:R:1
C 1.3199 2.4807 -0.7437 0.209 0.088 -0.189 -1.1206
C 0.2779 1.7598 0.0631 -0.280 0.023 0.405 0.8641
O 0.3497 1.6306 1.2792 0.077 0.231 -0.417 -0.6553
N -0.7753 1.2725 -0.6481 -0.094 -0.263 0.426 -0.1309
C -1.8948 0.6110 -0.0132 -0.139 -0.757 0.163 -0.7482
C -2.1811 -0.7967 -0.5727 -0.224 0.844 0.550 -0.5247
S -1.2777 -2.1625 0.1851 0.180 -0.769 -0.095 -0.2258
H 0.8977 2.9891 -1.6163 0.041 -0.082 0.147 0.3696
H 1.8365 3.2004 -0.1123 -0.098 -0.012 0.014 0.3186
H 2.0581 1.7585 -1.0898 0.052 -0.105 -0.044 0.1783
H -0.7958 1.3399 -1.6500 0.157 0.170 -0.018 0.2053
H -1.7213 0.5310 1.0607 0.234 0.217 -0.149 0.3702
H -2.7944 1.2044 -0.1308 -0.209 0.253 -0.164 0.3278
H -1.9813 -0.7810 -1.6365 -0.014 -0.198 -0.303 0.3039
H -3.2451 -0.9990 -0.4178 0.155 -0.009 -0.136 0.3545
H -0.5030 -1.5813 1.1137 -0.033 0.445 -0.258 0.1023
O 1.5180 -0.9072 1.7216 0.502 -0.066 0.141 -0.5824
H 2.1856 -0.4982 1.1505 -0.409 -0.104 -0.026 0.2771
H 1.3067 -0.2043 2.3459 -0.133 0.093 -0.085 0.3068
O 2.8163 -0.8995 -1.0874 0.129 -0.153 -0.006 -0.6017
H 2.3677 -1.3470 -1.8125 -0.128 0.115 0.009 0.3011
H 3.1480 -1.6332 -0.5572 0.026 0.040 0.037 0.3098
```
Positions in Å, forces in eV/Å.

Summary:
Gap between HOMO and LUMO in eV: 9.3
LUMO level in eV: 0.56
Relative energy (zero: lowest compared OMol25 entry of this formula, charge and spin) in eV: 0.569
Total charge: 0
SMILES string: CC(=O)NCCS.O.O
HOMO in eV: -8.7236

---

7.
The following is a quantum chemistry calculation of a cluster of 3 separate species, C4H13NO4S in total, from the OMol25 dataset.

Structure (XYZ):
```
23
Properties=species:S:1:pos:R:3:forces:R:3:mulliken_charge:R:1
O 1.5580 -0.9544 -1.3659 -0.008 0.698 1.165 -0.5890
C 1.1944 -0.3045 -0.3957 -0.556 -0.723 -0.598 0.1644
C -0.1609 0.5638 -0.5678 0.472 -3.132 0.517 0.0839
C -0.4408 1.3817 0.6478 0.954 2.286 0.013 -1.1095
S -0.4893 3.2125 0.4923 1.834 0.309 -1.589 -0.2573
N -1.4040 -0.3397 -0.6412 1.504 -1.837 0.101 -0.3697
C -1.6597 -0.9095 -1.9885 2.294 1.221 -0.490 -0.4985
O -0.8887 -2.0231 -2.4121 3.583 1.350 0.864 -0.5701
H 1.7874 -0.3836 0.5885 -1.099 0.263 -1.207 0.2549
H 0.0227 0.9159 -1.6033 -0.583 0.802 0.854 0.5216
H -1.4461 1.3630 0.8364 -2.428 -1.357 0.530 0.5521
H 0.0973 1.1203 1.5403 0.572 -0.270 0.039 0.3491
H -1.2952 3.3932 1.4829 -0.900 0.160 1.095 0.1089
H -1.3764 -1.1713 0.0996 0.174 2.336 -1.964 0.2721
H -2.6490 -1.2821 -1.9180 -1.182 0.114 -0.651 0.3415
H -1.3604 -0.0900 -2.7794 -1.605 -0.978 1.580 0.2793
H 0.1249 -1.6496 -2.3383 -3.304 -1.579 -0.320 0.4387
O 0.0916 -2.4542 2.0337 1.595 -1.557 -8.159 -0.5168
H 0.0548 -3.3808 2.0983 -0.076 -1.728 0.124 0.2742
H -0.0563 -2.1188 2.7981 -1.553 3.387 7.977 0.2462
O 2.4829 1.7622 1.2720 -3.901 -1.422 5.228 -0.5295
H 2.6949 2.1697 0.5362 2.114 3.008 -5.564 0.2687
H 3.1181 1.1794 1.5840 2.099 -1.350 0.456 0.2849
```
Positions in Å, forces in eV/Å.

Summary:
Gap between HOMO and LUMO in eV: 9.2
LUMO level in eV: 0.35
Relative energy (zero: lowest compared OMol25 entry of this formula, charge and spin) in eV: 4.793
Total charge: 0
SMILES string: O=C[C@H](CS)NCO.O.O
HOMO in eV: -8.8318

---

8.
The following is a quantum chemistry calculation of a structure of composition C4H13NOP, from the OMol25 dataset.

Structure (XYZ):
```
20
Properties=species:S:1:pos:R:3:forces:R:3:mulliken_charge:R:1
C 2.5049 -0.4128 -0.3167 0.720 -1.576 1.839 -0.9074
C -2.2690 0.9974 -0.3631 -2.130 -0.709 -1.346 -1.0377
C -0.9930 -1.2271 1.3537 -1.296 -0.236 2.317 -0.9535
C 0.4338 0.9916 -0.1245 -0.116 1.153 -3.755 -0.7946
N 1.6047 0.4818 0.4096 1.025 0.922 1.105 -0.1145
O -0.6555 -1.2438 -1.1601 -1.160 -0.757 0.045 -0.4612
P -0.9015 -0.1493 -0.0770 -1.162 0.126 0.911 1.0774
H 2.4230 -0.3862 -1.3968 -0.379 0.284 -0.270 0.3267
H 3.5040 -0.0510 -0.0553 0.022 -0.420 -0.279 0.3403
H 2.4623 -1.5449 0.0351 -0.169 2.275 -0.691 0.2302
H -2.1592 1.6680 0.4963 -0.242 0.310 -0.405 0.3690
H -2.1795 1.4962 -1.3937 0.408 -0.426 1.694 0.3276
H -3.3674 0.6249 -0.4049 2.018 0.130 0.426 0.3517
H -2.0629 -1.7622 1.2806 2.542 0.982 0.363 0.3193
H -0.1308 -1.9566 1.4225 -1.125 0.678 -0.755 0.3157
H -0.8783 -0.6805 2.3780 -0.702 -0.613 -1.896 0.3559
H 0.3982 0.9909 -1.5536 0.462 0.521 3.452 0.2289
H 0.2047 2.0757 0.1591 0.126 -1.691 -0.317 0.4263
H 2.0170 1.1710 1.0718 0.052 -1.173 -1.122 0.2605
H 0.0445 -1.0831 -1.7610 1.107 0.220 -1.316 0.3393
```
Positions in Å, forces in eV/Å.

Summary:
Gap between HOMO and LUMO in eV: 10.0
LUMO level in eV: -3.08
Relative energy (zero: lowest compared OMol25 entry of this formula, charge and spin) in eV: 1.881
Total charge: +1
HOMO in eV: -13.0741